Molecular formula: C2H4N3S
Method: DFT, ωB97M-V with the def2-TZVPD basis set

- Strongest force on any atom: 1.942 eV/Å
- E_LUMO (spin up / spin down): -6.6 / -6.1 eV

```
! RIJCOSX wB97M-V def2-TZVPD def2/J DEFGRID3
* xyz 1 1
C -1.7182 -0.2478 -0.0327
C -1.2259 1.1346 -0.0035
N -1.0132 -1.2728 -0.0008
N 0.9498 -0.1114 -0.0866
N 2.1620 -0.5918 -0.0035
S 0.3606 1.3980 -0.0625
H -2.7904 -0.5643 -0.0754
H -1.9189 1.9202 0.2092
H 2.3797 -1.0936 0.8476
H 2.8145 -0.5711 -0.7918
*
```



Molecular formula: C11H22FN8O3P2S
Method: DFT, ωB97M-V with the def2-TZVPD basis set

- Strongest force on any atom: 8.633 eV/Å
- SMILES: CP(O)N(CCSc1nnco1)c1nc(CN)n(CCCF)[n+]1P(N)O
- E_LUMO: -3.9 eV

```
! RIJCOSX wB97M-V def2-TZVPD def2/J DEFGRID3
* xyz 1 1
C 1.0743 -3.6248 -2.7726
P 0.3075 -1.9310 -2.4043
O -1.2327 -1.9340 -3.2889
N -0.2225 -1.7654 -0.6692
C -0.3248 -2.9931 0.1923
C 0.8802 -3.1643 1.3099
S 2.6041 -3.2817 0.5909
C 3.1051 -1.7163 -0.3145
N 3.9098 -1.9766 -1.5995
N 4.1691 -0.7068 -2.1621
C 3.5172 0.3246 -1.2194
O 2.8425 -0.2939 -0.0300
C -0.4879 -0.4655 -0.3330
N -0.2599 0.6132 -1.3956
C -0.6605 1.8489 -0.5633
C -0.5822 3.3239 -1.2754
N 0.8595 3.8308 -1.0708
N -1.0653 1.4247 0.8461
C -1.4705 2.4829 1.8475
C -0.2579 3.4694 2.3475
C 0.9535 2.7203 3.1620
F 0.5265 2.6851 4.6085
N -0.9904 0.0210 0.9893
P -1.4615 -0.7369 2.5119
N -0.5968 -0.0431 3.9355
O -3.1587 -0.3170 2.8277
H 0.2172 -4.4540 -2.7210
H 1.4074 -3.6187 -3.9190
H 2.0326 -3.9085 -2.1657
H -1.5286 -2.9109 -3.3497
H -0.3290 -4.0225 -0.4136
H -1.4084 -2.9629 0.6941
H 0.6638 -4.1916 1.8625
H 0.9048 -2.3323 2.1304
H 3.5624 1.4882 -1.4796
H -0.7465 3.2764 -2.4518
H -1.3078 4.1269 -0.8276
H 1.2829 4.1005 -1.9875
H 1.4127 3.0416 -0.6711
H -2.2628 3.1864 1.2987
H -2.0068 2.0831 2.8076
H 0.2271 4.0922 1.4809
H -0.7280 4.2679 3.1003
H 1.2163 1.6427 2.7724
H 1.9362 3.3946 3.1570
H -1.3212 0.2873 4.6396
H -0.0949 -0.8168 4.4449
H -3.5028 -0.0175 1.9225
*
```



Molecular formula: C27H48NO30S3
Method: DFT, ωB97M-V with the def2-TZVPD basis set

- Strongest force on any atom: 15.973 eV/Å
- E_LUMO: 1.6 eV

```
! RIJCOSX wB97M-V def2-TZVPD def2/J DEFGRID3
* xyz -1 1
N 0.7343 0.5424 -0.6260
O 0.4373 -0.3826 0.1790
O 1.7873 1.2094 -0.5050
O -0.0807 0.8214 -1.5600
O 0.1923 -4.6476 3.6300
S 1.0323 -4.2426 2.5980
O 2.1793 -3.4606 2.8970
O 1.6223 -5.7106 2.0040
C 2.7503 -6.1056 2.6640
C 2.9893 -7.5816 2.3780
C 0.1113 -3.6056 1.2480
H 2.6033 -5.9736 3.8480
H 3.7313 -5.5236 2.4960
H 4.0543 -7.7586 2.6780
H 2.7143 -7.7696 1.1560
H 2.1553 -8.1206 2.7210
H 0.7343 -3.4446 0.2990
H -0.5147 -2.6446 1.6800
H -0.4657 -4.6046 1.1700
O -5.5367 5.9174 -0.9020
S -4.4237 5.7494 -1.8280
O -3.2037 6.5754 -1.8530
O -4.0127 4.1354 -1.7040
C -3.6907 3.7334 -0.5270
C -3.2167 2.1464 -0.6640
C -5.1657 5.9144 -3.3830
H -4.5657 3.8304 0.0690
H -2.8867 4.5084 0.0490
H -3.2487 1.7784 0.4300
H -2.2257 1.9854 -1.1430
H -4.1677 1.6984 -1.2960
H -6.1117 5.1664 -3.3120
H -4.3587 5.5044 -4.2480
H -5.5677 6.9164 -3.6960
O -1.2067 -3.5556 6.8720
S -1.6367 -2.2796 7.0210
O -0.8437 -1.3036 7.7760
O -1.9317 -1.7096 5.4820
C -0.7967 -1.2996 4.7320
C -1.3647 -1.0086 3.2710
C -3.2747 -2.2416 7.6230
H -0.0617 -2.0596 4.6920
H -0.4167 -0.3436 4.9670
H -0.5257 -0.8336 2.5370
H -1.9427 -0.0526 3.3560
H -2.0447 -1.5006 3.0700
H -3.7857 -3.2006 7.3130
H -3.7367 -1.3166 7.3220
H -3.4397 -2.4726 8.6650
C 0.4973 4.2154 -0.8510
C 1.2973 4.1194 -2.1890
O 1.6213 5.4964 -2.4030
C 1.1013 6.2424 -1.5170
O 1.3583 7.4424 -1.4150
O 0.5063 5.5984 -0.5820
H 1.0283 3.8274 0.0490
H -0.3047 3.4854 -0.9410
H 0.7163 3.5494 -2.9240
H 2.2563 3.6484 -2.1610
C 2.7393 1.5424 2.8770
C 4.0123 1.0974 3.5870
O 4.0543 2.1744 4.5460
C 3.1623 2.9484 4.4290
O 2.9593 3.8784 5.2950
O 2.2013 2.6374 3.5880
H 1.9893 0.8854 2.8160
H 2.7223 2.0824 1.9430
H 4.9093 0.9944 2.8270
H 3.9143 0.0794 4.1900
C 2.5283 -0.8716 -3.5660
C 1.7423 -2.0876 -3.2860
O 2.4873 -3.0736 -3.9580
C 3.4883 -2.5496 -4.5300
O 4.3183 -3.2356 -5.2220
O 3.5613 -1.2586 -4.3420
H 2.8523 -0.5476 -2.6040
H 1.9473 0.0634 -4.1000
H 0.7583 -2.3106 -3.8400
H 1.4533 -2.3146 -2.2530
C -1.8137 2.0184 -4.6130
C -2.4737 3.2884 -4.1940
O -2.0447 4.2824 -5.0460
C -1.2657 3.8014 -6.0510
O -0.8067 4.3924 -7.0240
O -1.1577 2.4674 -5.7930
H -2.3717 1.0754 -5.0420
H -1.2247 1.6724 -3.8910
H -2.1697 3.6804 -3.1950
H -3.4137 3.0244 -4.0450
C 4.4673 -1.0056 0.0270
C 3.4543 -1.8346 0.8230
O 3.4383 -2.9836 0.0510
C 4.2713 -2.9046 -0.9620
O 4.4943 -3.8316 -1.7730
O 4.8823 -1.7726 -0.9860
H 5.3093 -0.6976 0.5820
H 4.2173 -0.0026 -0.1560
H 2.4693 -1.2926 1.1360
H 3.8633 -2.1356 1.6990
C -2.4457 -1.5016 -2.0080
C -2.6687 -3.0606 -2.4380
O -3.5497 -2.8596 -3.6160
C -3.8507 -1.6326 -3.6710
O -4.5837 -1.2176 -4.5320
O -3.3847 -0.7936 -2.7210
H -1.5067 -1.1236 -2.3540
H -2.4387 -1.2816 -1.0150
H -3.1867 -3.3946 -1.5420
H -1.7607 -3.5196 -2.7540
*
```



Molecular formula: CH4N2O2S3
Method: DFT, ωB97M-V with the def2-TZVPD basis set

- Strongest force on any atom: 3.138 eV/Å
- E_LUMO: 0.0 eV

```
! RIJCOSX wB97M-V def2-TZVPD def2/J DEFGRID3
* xyz 0 1
C -0.3596 -0.2595 -0.3058
N 1.0605 1.4311 -1.5931
N -0.7550 -0.7570 0.9193
O -0.4613 -0.7128 -1.4214
O 1.7793 0.7180 0.7309
S -1.8254 -2.2023 0.9043
S -0.9332 0.3674 2.1865
S 0.6492 1.2454 -0.0173
H 2.0336 1.6909 -1.7757
H 0.5510 0.7885 -2.1893
H -1.6075 -2.1993 -0.4606
H -0.1314 -0.1104 3.0223
*
```



Molecular formula: C3H7N2O2
Method: DFT, ωB97M-V with the def2-TZVPD basis set

- Strongest force on any atom: 5.064 eV/Å
- SMILES: N[C@@]1(C(=[NH2+])O)CO1
- E_LUMO: -4.3 eV

```
! RIJCOSX wB97M-V def2-TZVPD def2/J DEFGRID3
* xyz 1 1
C 1.2620 0.0278 -0.0294
C -1.4688 0.7476 -0.4686
C -0.4472 -0.2264 0.0996
N 1.4444 1.2859 0.1020
N -0.6813 -1.6571 0.2182
O 2.1046 -0.9263 0.1572
O -1.1125 0.6943 0.9124
H -1.1878 1.6118 -0.9993
H -2.3341 0.2853 -0.7822
H 0.5962 1.7952 -0.1370
H 2.3390 1.7159 0.1417
H 1.7218 -1.7827 -0.1735
H -1.6339 -1.6996 -0.2032
H -0.6026 -1.8718 1.1620
*
```



Molecular formula: C2H3NS3
Method: DFT, ωB97M-V with the def2-TZVPD basis set

- Strongest force on any atom: 3.532 eV/Å
- E_LUMO: -0.4 eV

```
! RIJCOSX wB97M-V def2-TZVPD def2/J DEFGRID3
* xyz 0 1
C -1.8309 -0.3919 -0.1270
C 0.8947 -0.2717 0.1858
N -2.2005 0.0691 -1.1862
S -1.7078 -1.2616 1.1765
S 1.8476 0.1215 1.6317
S 1.3898 0.3811 -1.2800
H 1.0574 -0.1648 2.5940
H -1.8068 0.3439 -2.0476
H 2.3566 1.1744 -0.9471
*
```



Molecular formula: C40H31BrF4IrN2O6PS
Method: DFT, ωB97M-V with the def2-TZVPD basis set

- Strongest force on any atom: 1.179 eV/Å
- E_LUMO (spin up / spin down): -3.0 / -5.8 eV

```
! RIJCOSX wB97M-V def2-TZVPD def2/J DEFGRID3
* xyz 1 6
Ir -0.7919 0.6176 -0.7078
F -5.3545 4.1023 3.8071
C -4.3760 3.3429 3.3497
C -3.4301 2.8109 4.2084
F -3.4849 3.0670 5.5050
C -2.4209 2.0137 3.6977
F -1.5287 1.5452 4.5673
C -2.2967 1.7152 2.3411
P -0.9360 0.5676 1.7730
C 0.5284 1.3939 2.4662
C 1.6665 0.6287 2.7210
C 2.8077 1.2310 3.2323
C 2.8313 2.5975 3.4684
C 1.7169 3.3704 3.1678
C 0.5705 2.7729 2.6684
C -1.3483 -0.8799 2.7920
C -2.2697 -1.7584 2.2313
C -2.5982 -2.9366 2.8756
C -2.0150 -3.2354 4.0990
C -1.1162 -2.3491 4.6733
C -0.7650 -1.1788 4.0163
C -3.2544 2.2808 1.5042
Br -3.2581 2.0559 -0.3745
C -4.2788 3.0762 1.9961
F -5.1813 3.6000 1.1710
H 1.6414 -0.4339 2.5114
H 3.6803 0.6293 3.4539
H 3.7130 3.0636 3.8890
H 1.7388 4.4407 3.3295
H -0.2930 3.3873 2.4448
H -2.7202 -1.5190 1.2785
H -3.3026 -3.6181 2.4168
H -2.2599 -4.1597 4.6055
H -0.6806 -2.5706 5.6389
H -0.0478 -0.5082 4.4684
C 3.8759 0.8053 -0.2884
C 2.4828 1.3598 -0.4489
O 1.5682 0.5641 -0.5939
C 2.2988 2.8236 -0.4256
C 3.3932 3.6703 -0.4711
C 3.2537 5.0550 -0.4435
C 1.9807 5.6380 -0.3680
C 0.8722 4.8434 -0.3531
C 0.9746 3.4093 -0.3789
O -0.0928 2.7481 -0.3303
H 3.8136 -0.2768 -0.2196
H 4.3475 1.2089 0.6077
H 4.4860 1.0714 -1.1539
H 4.3870 3.2535 -0.5444
H 4.1306 5.6861 -0.4882
H 1.8780 6.7143 -0.3360
H -0.1260 5.2617 -0.3333
O 0.7699 -1.6528 0.8614
C 0.3214 -2.1758 -0.1597
O -0.2550 -1.5538 -1.1415
C 0.4970 -3.6527 -0.3907
C -0.4365 -4.3374 -1.1614
C -0.2867 -5.6889 -1.4637
C 0.8504 -6.3026 -0.9937
O 1.2691 -7.5823 -1.1866
C 2.5253 -7.7070 -0.5305
O 2.8048 -6.4687 0.1093
C 1.7828 -5.6216 -0.2116
C 1.6250 -4.3007 0.1215
H -1.2964 -3.7991 -1.5339
H -1.0208 -6.2262 -2.0473
H 3.3047 -7.9283 -1.2662
H 2.4782 -8.5080 0.2109
H 2.3328 -3.7713 0.7440
C -0.9238 -0.8651 -5.7818
C -0.6985 0.6321 -5.5159
C 0.6724 1.0813 -6.0488
C -1.8277 1.4757 -6.1281
C -0.6994 0.8408 -4.0717
N -0.6968 1.0094 -2.9374
H -0.8799 -1.0484 -6.8548
H -1.8998 -1.1827 -5.4145
H -0.1588 -1.4671 -5.2913
H 0.6899 0.9764 -7.1328
H 1.4690 0.4695 -5.6256
H 0.8652 2.1242 -5.7968
H -1.7873 1.3950 -7.2136
H -1.7256 2.5255 -5.8533
H -2.8023 1.1240 -5.7896
S -2.8010 -1.0401 -2.0557
C -3.8610 -1.6648 -0.9691
N -4.6109 -2.1075 -0.1966
*
```



Molecular formula: C3H4NS
Method: DFT, ωB97M-V with the def2-TZVPD basis set

- Strongest force on any atom: 4.339 eV/Å
- E_LUMO: -5.4 eV

```
! RIJCOSX wB97M-V def2-TZVPD def2/J DEFGRID3
* xyz 1 1
C 0.3651 -0.0641 0.2971
C -0.8705 -0.5495 -1.7527
C 0.5848 0.6381 1.5724
N -0.2337 -0.1872 -0.7729
S 1.7862 -0.6237 0.9906
H -0.7550 0.1739 -2.5422
H -1.3940 -1.3924 -1.8779
H 0.6355 1.7236 1.6190
H -0.1184 0.2813 2.4666
*
```



Molecular formula: C4H4AgCl12F3V
Method: DFT, ωB97M-V with the def2-TZVPD basis set

- Strongest force on any atom: 3.588 eV/Å
- E_LUMO (spin up / spin down): -8.6 / -13.2 eV

```
! RIJCOSX wB97M-V def2-TZVPD def2/J DEFGRID3
* xyz 2 6
Ag -23.9235 -18.6422 6.7046
V -24.1701 -21.4982 5.5131
F -22.3712 -20.2614 6.0902
F -24.8997 -19.4547 4.7342
F -24.9438 -20.5907 7.4358
C -20.3575 -23.3882 5.4529
Cl -18.8635 -23.6892 6.3563
Cl -21.0712 -24.8864 4.7680
Cl -19.8504 -22.2785 4.2516
H -21.0246 -22.7867 6.0705
C -19.1545 -19.1504 6.9566
Cl -18.6015 -20.6097 7.7629
Cl -17.9063 -18.4263 5.9491
Cl -19.7399 -17.8950 8.0069
H -19.9122 -19.3919 6.2113
C -22.1427 -22.2456 9.2802
Cl -23.4783 -23.0693 10.1480
Cl -20.6901 -23.2323 9.3456
Cl -21.7686 -20.7248 10.0283
H -22.4353 -22.1960 8.2314
C -21.5888 -19.3556 2.6741
Cl -19.8379 -19.2954 2.4771
Cl -22.3818 -19.5023 1.0647
Cl -22.1718 -17.8248 3.3556
H -21.9139 -20.1636 3.3295
*
```



Molecular formula: C9H14O
Method: DFT, ωB97M-V with the def2-TZVPD basis set

- Strongest force on any atom: 1.835 eV/Å
- SMILES: Cc1ccc(O)cc1.CC
- E_LUMO: 0.9 eV

```
! RIJCOSX wB97M-V def2-TZVPD def2/J DEFGRID3
* xyz 0 1
C 1.9973 -0.2164 1.7598
C 0.2490 0.7274 0.2195
C 0.8077 0.6325 1.4886
C -0.8826 1.4977 0.0185
C -1.4926 2.1706 1.0630
C 0.2556 1.4120 2.4941
C -0.9662 2.0603 2.3362
O -2.6493 2.8724 0.8812
H 0.6752 0.1161 -0.5657
H -1.2442 1.5812 -1.0029
H 2.2960 -0.2276 2.8125
H 2.8824 0.0831 1.2111
H 0.6020 1.2375 3.5096
H -2.8981 2.8180 -0.0574
H -1.4345 2.6697 3.1007
H 1.8646 -1.2699 1.5215
C 0.5288 -2.8324 -2.5235
C -0.4846 -1.6741 -2.6867
H 1.2101 -2.9374 -3.3706
H 1.0754 -2.6988 -1.5886
H 0.0122 -3.7788 -2.5333
H -1.4033 -2.1318 -2.3011
H -0.3706 -0.7808 -2.0814
H -0.6305 -1.3307 -3.7051
*
```



Molecular formula: C14H56O14
Method: DFT, ωB97M-V with the def2-TZVPD basis set

- Strongest force on any atom: 2.662 eV/Å
- E_LUMO: 0.2 eV

```
! RIJCOSX wB97M-V def2-TZVPD def2/J DEFGRID3
* xyz 0 1
C 24.4264 -15.5383 -16.1840
O 25.1060 -16.5046 -16.9223
H 23.6685 -15.1520 -16.8655
H 24.0234 -15.9976 -15.2814
H 25.0999 -14.7624 -15.8200
H 25.5921 -16.2450 -17.7084
C 25.0985 -10.6138 -14.2528
O 26.1663 -11.0984 -15.0432
H 24.6985 -9.7136 -14.7194
H 24.2906 -11.3378 -14.1470
H 25.3864 -10.4752 -13.2107
H 26.4328 -11.9284 -14.6411
C 30.1103 -15.9291 -21.2375
O 29.0497 -15.1276 -20.5919
H 30.4009 -15.6171 -22.2406
H 31.0378 -15.9384 -20.6650
H 29.8879 -16.9947 -21.2938
H 29.3488 -14.2154 -20.5838
C 32.5335 -14.2663 -18.8667
O 32.8255 -13.2492 -17.9610
H 33.0653 -15.1832 -18.6126
H 31.4602 -14.3602 -19.0318
H 32.9025 -13.8801 -19.8169
H 33.7595 -13.3546 -17.7658
C 24.5910 -11.8934 -18.1853
O 25.8629 -11.3230 -17.8910
H 23.7292 -11.2412 -18.0443
H 24.5407 -12.2266 -19.2219
H 24.4725 -12.8925 -17.7658
H 25.9945 -11.2073 -16.9471
C 25.9746 -16.6976 -20.3475
O 26.9433 -16.4298 -19.3783
H 26.2072 -17.5287 -21.0133
H 25.0214 -16.9606 -19.8888
H 25.7401 -15.8524 -20.9947
H 27.7238 -16.0958 -19.8265
C 29.9678 -14.6354 -13.2813
O 29.5606 -13.5338 -14.1020
H 30.1171 -15.6195 -13.7254
H 30.9612 -14.3737 -12.9170
H 29.4221 -14.8434 -12.3609
H 29.4960 -13.7644 -15.0317
C 29.9825 -17.6306 -18.1366
O 31.3175 -17.2427 -18.4217
H 29.3628 -17.5544 -19.0300
H 29.9854 -18.6021 -17.6424
H 29.4869 -16.8680 -17.5358
H 31.8688 -17.3315 -17.6408
C 26.6093 -13.6500 -12.5216
O 27.0001 -13.3448 -13.8142
H 25.5263 -13.7581 -12.4622
H 27.2130 -14.5179 -12.2559
H 26.8322 -12.7735 -11.9132
H 27.9582 -13.3037 -13.8583
C 29.8694 -10.6539 -16.0725
O 30.0670 -9.4448 -15.4264
H 29.9997 -11.4890 -15.3842
H 28.8093 -10.7589 -16.3032
H 30.4192 -10.7784 -17.0055
H 31.0083 -9.3774 -15.2503
C 28.7274 -11.8368 -20.0924
O 29.9169 -12.6067 -20.5733
H 28.8951 -10.8080 -19.7738
H 27.9889 -11.9288 -20.8888
H 28.3237 -12.2786 -19.1815
H 30.4156 -12.1058 -21.2229
C 32.4698 -16.7149 -15.2754
O 32.8934 -17.4633 -16.4299
H 31.5490 -16.1623 -15.4622
H 32.1975 -17.4314 -14.5004
H 33.1718 -15.9540 -14.9346
H 33.8189 -17.7027 -16.3417
C 28.1418 -14.1929 -17.0743
O 29.3975 -14.4794 -16.5145
H 27.8885 -13.1776 -16.7693
H 28.2502 -14.2528 -18.1572
H 27.3474 -14.8883 -16.8034
H 30.1592 -14.5055 -17.0981
C 27.6115 -17.2609 -14.8153
O 26.2622 -17.6690 -14.6714
H 28.3172 -17.8975 -14.2816
H 27.9452 -17.3670 -15.8475
H 27.7843 -16.2439 -14.4632
H 25.7396 -17.2721 -15.3720
*
```



Molecular formula: C14H19N3O5
Method: DFT, ωB97M-V with the def2-TZVPD basis set

- Strongest force on any atom: 2.075 eV/Å
- SMILES: CNC(=O)[C@H](CC(N)=O)NC(C)=O.O=c1cccccc1O
- E_LUMO: -0.1 eV

```
! RIJCOSX wB97M-V def2-TZVPD def2/J DEFGRID3
* xyz 0 1
O -2.3469 -5.5467 -0.3096
O 2.6414 3.4513 0.5719
O -0.8271 0.5170 2.3043
O 0.3033 2.2135 -2.1395
O -1.3192 -3.7418 1.3471
C -2.4441 -4.3889 -0.7164
C 2.6537 2.4373 1.2539
C -0.9239 1.6801 1.9578
C 1.1202 1.6618 -1.4100
C -3.0929 -4.2161 -2.0095
C -3.3392 -3.0569 -2.7086
C -3.0130 -1.6846 -2.3343
C -2.3889 -1.2213 -1.1996
C -1.8803 -1.9786 -0.0599
C -1.8917 -3.3370 0.1626
N -1.4473 2.5553 2.7820
N 2.2921 1.2997 -1.9488
N 1.8424 1.3993 1.0535
C 3.6224 2.3160 2.4059
C 3.3458 0.4580 -1.3815
C -0.4435 2.1606 0.6014
C 0.7528 1.3438 0.0665
H -1.4011 -4.7133 1.4110
H -3.4214 -5.1402 -2.4726
H -3.8432 -3.1762 -3.6643
H -3.3035 -0.9211 -3.0508
H -2.2551 -0.1439 -1.1435
H -1.4301 -1.3878 0.7328
H -1.7562 2.1983 3.6681
H -1.5294 3.5180 2.5124
H 2.4138 1.6151 -2.8988
H 1.9092 0.6257 1.6960
H 3.0674 2.3629 3.3407
H 4.3310 3.1421 2.3603
H 4.1571 1.3712 2.3396
H 3.9414 0.0257 -2.1868
H 2.9116 -0.3543 -0.7959
H 4.0009 1.0589 -0.7483
H -0.1550 3.2094 0.6660
H -1.2804 2.0843 -0.0913
H 0.4268 0.3034 0.0360
*
```